# 1
{"formula": "C3H7N2S3", "method": "ωB97M-V with the def2-TZVPD basis set", "symbols": ["C", "C", "C", "N", "N", "S", "S", "S", "H", "H", "H", "H", "H", "H", "H"], "coordinates": [[-1.98154, 0.89589, 0.81471], [-0.36578, 0.72451, -0.71055], [3.61769, -0.90276, -0.19749], [-2.68314, 0.16697, -0.06241], [-0.71752, 1.18901, 0.46366], [-1.66600, -0.11336, -1.44347], [-3.92524, -0.98827, 0.45417], [2.13296, -0.32429, 0.57842], [-2.29859, 1.06638, 1.73957], [0.62717, 0.57785, -0.91238], [3.73074, -0.48243, -1.19347], [3.75306, -1.99540, -0.24924], [4.46688, -0.58642, 0.34974], [-0.09663, 1.55348, 1.06114], [-4.59406, -0.78117, -0.69239]], "atomic_forces_ev_per_a": [[1.734, -0.582, -2.517], [-1.478, -0.797, -1.427], [-0.142, -1.129, -0.846], [0.432, -0.075, 0.250], [-4.931, -1.566, -1.237], [0.066, -0.125, -0.675], [0.596, 0.563, -0.475], [0.232, -0.274, 0.386], [-1.485, 0.896, 3.687], [2.250, -0.073, -0.939], [-0.071, 0.115, -0.095], [-0.618, 0.342, 0.025], [0.836, 0.800, 0.814], [2.862, 1.950, 2.854], [-0.281, -0.046, 0.196]], "lowdin_charge": [-0.165, -0.441, -0.526, -0.695, 0.053, 1.071, 0.855, 0.663, 0.111, -0.034, 0.037, 0.045, 0.021, 0.111, -0.106], "homo_lumo_gap_ha": [0.2899, 0.2182], "e_above_lowest_ev": 2.7708, "e_tot_ha": -1422.1759, "charge": 1, "homo_energy_ev": [-12.8, -11.4]}

---

# 2
{"formula": "C51H56AsBrCsGe2I3N3O7S2", "method": "ωB97M-V with the def2-TZVPD basis set", "symbols": ["Cs", "C", "C", "C", "C", "C", "C", "C", "S", "O", "O", "N", "C", "C", "O", "O", "H", "H", "H", "H", "H", "H", "H", "H", "H", "S", "C", "C", "C", "C", "C", "C", "As", "C", "C", "C", "C", "C", "C", "C", "C", "C", "C", "C", "C", "H", "H", "H", "H", "H", "H", "H", "H", "H", "H", "H", "H", "H", "H", "O", "H", "H", "O", "H", "H", "O", "H", "H", "I", "I", "N", "C", "C", "C", "N", "H", "H", "H", "H", "C", "Ge", "C", "C", "Ge", "C", "C", "C", "C", "C", "C", "C", "C", "C", "C", "C", "C", "H", "H", "H", "H", "H", "H", "H", "H", "H", "H", "H", "H", "H", "H", "H", "H", "H", "H", "H", "Br", "C", "C", "C", "C", "C", "C", "I", "H", "H", "H", "H"], "coordinates": [[1.97100, -0.62120, 0.84720], [-1.59817, 1.58361, 8.72724], [-1.22302, 1.32088, 7.29646], [-2.06187, 0.56298, 6.48977], [-1.69630, 0.25641, 5.19272], [-0.50191, 0.73469, 4.69265], [0.33269, 1.51442, 5.45957], [-0.02051, 1.78362, 6.77002], [-0.20227, 0.31416, 2.98775], [1.01968, 0.90206, 2.43422], [-1.33547, 1.13195, 2.41988], [-0.54662, -1.13919, 2.61349], [0.11959, -2.16109, 3.38380], [1.54205, -1.63296, 3.55041], [1.62072, -0.71194, 4.38653], [2.42769, -2.03642, 2.78417], [-2.67919, 1.63223, 8.83935], [-1.16820, 2.51540, 9.08426], [-1.22637, 0.77643, 9.35985], [-3.00748, 0.21124, 6.87942], [-2.31599, -0.34233, 4.54310], [1.25517, 1.85925, 5.02601], [0.64945, 2.35758, 7.39329], [0.06858, -3.11837, 2.86947], [-0.33627, -2.26439, 4.37926], [3.69553, -0.73598, -1.59693], [3.55228, -2.35580, -2.23867], [4.59260, -3.28119, -2.25646], [4.39216, -4.53663, -2.79926], [3.15758, -4.88982, -3.31147], [2.11671, -3.97224, -3.27968], [2.29116, -2.70471, -2.75953], [0.85885, -1.38798, -2.56694], [-0.52954, -2.32682, -3.57213], [-1.12315, -3.44690, -2.99477], [-2.15797, -4.11903, -3.61962], [-2.64453, -3.66543, -4.83412], [-2.07227, -2.54874, -5.41859], [-1.02275, -1.89457, -4.79692], [1.42320, -0.18894, -4.03119], [2.53240, -0.39443, -4.84337], [2.89831, 0.53744, -5.79889], [2.14834, 1.68833, -5.97091], [1.03275, 1.90334, -5.17906], [0.68284, 0.97640, -4.21559], [5.56180, -3.02962, -1.84481], [5.21212, -5.24131, -2.82254], [2.99824, -5.86978, -3.74455], [1.14658, -4.24588, -3.67892], [-0.76677, -3.81023, -2.04068], [-2.59732, -4.99228, -3.15212], [-3.47143, -4.16685, -5.32033], [-2.45083, -2.18385, -6.36576], [-0.58789, -1.02735, -5.28036], [3.13433, -1.29113, -4.72993], [3.77303, 0.36249, -6.41050], [2.42911, 2.41837, -6.71807], [0.43247, 2.79522, -5.30825], [-0.20147, 1.14066, -3.60257], [0.69814, 1.18487, -0.87003], [1.18279, 1.99072, -0.62036], [0.16167, 1.45723, -1.62653], [1.88321, 3.65516, -0.00692], [1.32510, 3.66629, 0.79774], [2.28915, 4.52267, -0.06529], [0.40113, 3.52820, 2.29822], [-0.54670, 3.41427, 2.41108], [0.75076, 2.62544, 2.44560], [5.94467, -0.20683, -1.96301], [8.86002, 0.48944, -2.43482], [-0.46973, -2.73091, 0.38687], [-1.15082, -3.82471, 0.74936], [-0.37220, -4.91034, 0.41535], [0.79517, -4.35033, -0.11812], [0.72077, -3.03118, -0.11374], [-0.69131, -1.80437, 0.74715], [-2.12455, -3.76012, 1.18985], [-0.61390, -5.94749, 0.54265], [1.66479, -4.85096, -0.50763], [-2.72101, 3.95733, -3.25116], [-2.91586, 2.16556, -2.26077], [-4.86892, 2.20096, -1.72140], [-3.11567, 0.92151, -3.87862], [-1.88311, 1.82035, 0.56767], [-3.02695, 0.16190, 0.34658], [-2.71497, -0.74901, -0.65481], [-3.46664, -1.89372, -0.85267], [-4.55114, -2.15121, -0.03190], [-4.86780, -1.26241, 0.98259], [-4.10586, -0.12262, 1.16963], [-3.18034, 3.11384, 1.52995], [-3.61055, 2.96918, 2.84469], [-4.43005, 3.91166, 3.44611], [-4.84849, 5.02223, 2.73114], [-4.41329, 5.19542, 1.42781], [-3.57290, 4.26065, 0.85024], [-3.43685, 3.98105, -4.06812], [-1.72151, 4.08015, -3.66129], [-2.92372, 4.78959, -2.58445], [-5.48439, 2.54016, -2.55241], [-5.04608, 2.85514, -0.87431], [-5.18851, 1.20011, -1.44319], [-4.07624, 1.12103, -4.34623], [-3.09511, -0.12341, -3.58641], [-2.33736, 1.08114, -4.61719], [-1.86697, -0.55742, -1.30930], [-3.20771, -2.58634, -1.64250], [-5.15204, -3.04042, -0.17887], [-5.71665, -1.46675, 1.62578], [-4.35433, 0.57138, 1.96166], [-3.27705, 2.11403, 3.41823], [-4.74170, 3.77766, 4.47683], [-5.49741, 5.76028, 3.18306], [-4.73280, 6.06511, 0.86846], [-3.21373, 4.41594, -0.15891], [7.35285, 3.45221, 1.64918], [7.22316, 1.57562, 1.50838], [8.39365, 0.83978, 1.53587], [8.33110, -0.53980, 1.48306], [7.09803, -1.17143, 1.43700], [5.93006, -0.42727, 1.39128], [5.98131, 0.96203, 1.40216], [4.22247, 2.08886, 1.11293], [9.34074, 1.35625, 1.56771], [9.24183, -1.11848, 1.46596], [7.04601, -2.25172, 1.40318], [4.97085, -0.92697, 1.32357]], "atomic_forces_ev_per_a": [[1.112, -0.765, -3.113], [0.089, -0.061, -0.068], [-0.008, -0.022, 0.035], [0.038, 0.030, 0.014], [-0.047, -0.016, -0.066], [-0.039, -0.312, -0.160], [0.139, 0.017, -0.050], [-0.129, 0.051, -0.102], [-1.564, 0.840, -0.589], [-0.991, 1.944, 2.363], [-0.402, 0.360, -0.190], [-0.502, 0.926, 0.310], [0.439, -0.382, 0.566], [0.292, -1.246, 1.178], [0.384, 0.078, 0.490], [0.802, -1.566, 1.324], [-0.080, 0.008, 0.066], [0.035, 0.106, 0.069], [-0.020, -0.009, 0.123], [-0.079, -0.060, 0.055], [-0.194, -0.109, -0.008], [0.242, 0.053, 0.046], [0.059, 0.122, 0.070], [0.066, 0.032, -0.110], [-0.027, -0.084, -0.085], [-0.463, -0.086, -0.489], [-0.344, -0.247, -0.154], [0.001, 0.018, 0.078], [0.056, -0.140, -0.012], [-0.112, -0.076, -0.114], [-0.260, -0.146, -0.201], [0.349, -0.043, 0.203], [0.179, 0.273, -0.668], [-0.157, -0.212, -0.151], [0.073, -0.066, 0.229], [-0.119, -0.139, -0.035], [-0.108, 0.002, -0.099], [-0.139, -0.057, -0.127], [0.153, 0.269, -0.156], [-0.065, 0.065, 0.055], [0.102, -0.323, 0.116], [0.012, 0.033, -0.103], [-0.013, 0.102, -0.086], [-0.120, 0.194, -0.079], [-0.102, -0.257, 0.258], [-0.058, 0.101, -0.046], [0.059, -0.060, 0.027], [0.009, -0.015, 0.005], [0.089, -0.069, -0.021], [-0.001, -0.016, 0.076], [0.018, -0.003, 0.050], [-0.016, -0.057, -0.004], [0.024, 0.035, -0.006], [-0.020, -0.054, 0.029], [-0.057, 0.070, 0.047], [0.059, -0.005, -0.004], [0.040, 0.036, -0.033], [-0.006, 0.042, 0.002], [0.012, 0.077, -0.088], [0.014, 0.460, -0.393], [-0.065, 0.095, -0.150], [0.018, 0.068, 0.245], [-0.051, -0.127, 0.054], [-0.234, 0.257, 0.040], [0.035, 0.005, -0.042], [0.364, 0.244, 0.115], [-0.189, 0.087, -0.038], [-0.021, 0.001, 0.028], [1.373, 0.532, -0.698], [0.629, 0.121, -0.099], [-0.472, -0.398, 0.229], [-0.159, -0.385, -0.174], [-0.206, -0.111, 0.078], [-0.067, -0.082, 0.025], [0.491, -0.334, -0.288], [0.057, 0.103, -0.081], [-0.207, 0.097, 0.132], [-0.032, -0.152, 0.032], [0.112, 0.062, -0.057], [0.110, -0.692, 0.525], [-0.819, 0.572, -0.808], [0.505, -0.010, 0.122], [0.394, 0.180, 0.715], [-1.347, -0.161, -0.351], [0.504, 0.332, 0.115], [0.160, 0.158, -0.213], [-0.114, -0.187, -0.117], [-0.102, -0.105, -0.036], [-0.194, -0.077, 0.151], [-0.087, 0.124, 0.197], [0.676, -0.400, -0.356], [0.132, -0.214, 0.185], [-0.121, 0.026, 0.127], [-0.040, 0.059, 0.039], [-0.114, 0.157, -0.007], [0.056, -0.040, -0.209], [-0.170, -0.053, -0.142], [0.139, -0.002, -0.023], [-0.016, 0.162, 0.126], [0.036, 0.070, -0.239], [-0.029, 0.085, 0.151], [0.009, -0.179, 0.039], [-0.207, 0.183, 0.037], [0.010, -0.187, 0.066], [0.201, 0.059, -0.111], [-0.004, -0.018, -0.008], [0.030, 0.013, -0.013], [-0.004, -0.040, -0.030], [-0.005, 0.040, 0.032], [-0.106, -0.014, 0.088], [0.006, -0.048, 0.057], [0.005, -0.008, -0.030], [-0.043, 0.027, 0.077], [0.032, 0.058, -0.062], [0.001, 0.076, -0.133], [0.231, 0.267, -0.033], [-0.225, 0.032, 0.031], [0.033, 0.009, -0.021], [-0.153, -0.044, 0.045], [0.022, -0.009, 0.052], [-0.177, 0.064, 0.154], [-0.117, 0.110, 0.119], [0.665, -0.047, 0.048], [0.053, -0.002, -0.005], [0.086, -0.034, -0.005], [-0.059, -0.003, -0.006], [0.080, -0.011, 0.037]], "lowdin_charge": [1.368, -0.064, -0.284, -0.043, -0.062, -0.260, -0.033, -0.028, 0.609, -0.685, -0.493, -0.221, -0.198, -0.813, -0.050, -0.296, 0.069, 0.069, 0.078, 0.106, 0.116, 0.123, 0.109, 0.095, 0.111, 0.131, -0.664, -0.139, -0.098, -0.104, -0.115, -0.422, 1.320, -0.365, -0.146, -0.103, -0.104, -0.095, -0.103, -0.380, -0.098, -0.081, -0.100, -0.088, -0.141, 0.054, 0.097, 0.093, 0.091, 0.074, 0.102, 0.092, 0.099, 0.092, 0.103, 0.101, 0.094, 0.097, 0.066, -0.332, -0.006, -0.026, -0.171, -0.002, 0.047, -0.080, 0.015, -0.004, 0.428, -0.430, -0.041, -0.127, -0.074, -0.162, -0.115, 0.083, 0.118, 0.083, 0.108, -0.279, 0.827, -0.262, -0.259, 1.027, -0.349, -0.179, -0.096, -0.108, -0.099, -0.108, -0.299, -0.121, -0.098, -0.116, -0.104, -0.152, -0.005, -0.018, -0.021, 0.002, -0.016, 0.001, 0.003, -0.015, -0.013, 0.064, 0.083, 0.093, 0.092, 0.086, 0.083, 0.095, 0.089, 0.094, 0.068, 0.679, -0.749, -0.166, -0.103, -0.103, -0.217, -0.732, 1.034, 0.094, 0.101, 0.108, 0.064], "homo_lumo_gap_ha": [0.2150, 0.2235], "spin_multiplicity": 2, "e_above_lowest_ev": 4.2369, "e_tot_ha": -13341.2136, "charge": -2, "homo_energy_ev": [-2.5, -3.0]}

---

# 3
{"formula": "HIP2S", "method": "ωB97M-V with the def2-TZVPD basis set", "symbols": ["P", "P", "S", "I", "H"], "coordinates": [[0.49469, 0.86937, -0.78322], [-0.82667, -0.47385, 0.43641], [-0.25876, 1.08278, -2.46324], [1.04360, -1.91264, 1.39743], [-0.45287, 0.43434, 1.41262]], "atomic_forces_ev_per_a": [[1.313, -0.246, 1.566], [0.541, -0.914, -0.005], [-0.961, 0.155, -1.768], [-0.553, 0.412, -0.548], [-0.339, 0.593, 0.755]], "lowdin_charge": [-0.049, 0.076, 0.055, 0.162, -0.243], "homo_lumo_gap_ha": 0.2527, "smiles": "S=P#[PH]I", "e_above_lowest_ev": 0.8547, "e_tot_ha": -1379.1784, "homo_energy_ev": -8.7}